# 1
Here is a molecular structure, C16H13AlN4O2S in a non-equilibrium geometry from the Open Molecules 2025 dataset. Energies are from ωB97M-V with the def2-TZVPD basis set.

Energy above the lowest of the compared OMol25 structures with the same formula, charge and spin, kJ/mol: 17.36
Largest force on an atom, eV/Å: 1.70
Highest occupied orbital energy, eV: -13.823
Net charge: +2
LUMO energy, eV: -8.17

Geometry as XYZ:
```
37
C16H13AlN4O2S ωB97M-V with the def2-TZVPD basis set
Al 0.44 -0.99 -0.17
O 2.42 2.37 1.92
C 1.26 2.98 2.07
C 1.26 4.22 2.73
C 0.09 4.90 2.96
C -1.14 4.37 2.55
C -1.17 3.20 1.84
C 0.02 2.48 1.57
C -0.05 1.34 0.72
O 0.95 0.40 0.73
N -1.02 1.26 -0.17
N -0.83 0.19 -0.93
C -1.17 -0.02 -2.16
C -0.38 -1.06 -2.78
C -0.41 -1.31 -4.15
C 0.49 -2.19 -4.71
C 1.39 -2.86 -3.88
C 1.37 -2.60 -2.52
N 0.54 -1.69 -1.98
H 2.34 1.53 1.45
H 2.22 4.60 3.04
H 0.13 5.85 3.48
H -2.05 4.89 2.79
H -2.11 2.79 1.49
H -1.84 0.61 -2.73
H -1.13 -0.78 -4.76
H 0.51 -2.36 -5.78
H 2.11 -3.56 -4.28
H 2.05 -3.09 -1.83
S -1.08 -3.25 3.24
C -1.33 -4.16 1.81
C -0.81 -3.52 0.73
N -0.22 -2.32 1.03
C -0.30 -2.07 2.34
H -1.84 -5.10 1.82
H -0.82 -3.88 -0.28
H 0.12 -1.17 2.78
```

=====

# 2
Here is a molecular structure, C16H13Br24ClO3S in a non-equilibrium geometry from the Open Molecules 2025 dataset. Energies are from ωB97M-V with the def2-TZVPD basis set.

Largest force on an atom, eV/Å: 12.14
Highest occupied orbital energy, eV: -9.212
LUMO energy, eV: -2.46

Geometry as XYZ:
```
58
C16H13Br24ClO3S ωB97M-V with the def2-TZVPD basis set
O 2.02 -0.53 2.40
C 1.64 -0.15 1.16
Cl 0.20 1.06 0.96
C 2.39 -0.65 -0.23
C 2.98 0.69 -0.99
C 3.78 1.70 -0.18
C 4.28 3.04 -1.06
O 5.49 3.58 -0.95
C 3.13 3.62 -2.13
S 2.80 5.45 -2.37
C 2.35 2.60 -2.94
C 2.69 1.00 -2.60
O 2.78 0.04 -3.54
H 1.58 -1.11 -0.95
H 3.22 -1.45 0.03
H 3.99 1.57 0.97
H 1.59 5.71 -1.65
H 1.52 2.93 -3.73
C 1.40 -4.91 0.09
Br 0.23 -3.36 0.00
Br 0.58 -6.49 -0.69
Br 3.15 -4.54 -0.70
H 1.57 -5.12 1.15
C -2.84 2.92 -0.51
Br -4.01 4.46 -0.59
Br -3.66 1.33 -1.28
Br -1.10 3.28 -1.29
H -2.67 2.70 0.56
C 8.45 4.19 1.55
Br 8.77 2.52 2.48
Br 6.90 4.09 0.38
Br 8.33 5.69 2.79
H 9.32 4.38 0.92
C -7.29 -0.16 1.09
Br -6.64 1.58 0.53
Br -7.45 -1.39 -0.42
Br -6.21 -0.91 2.52
H -8.30 -0.02 1.49
C 9.08 -1.76 1.92
Br 9.84 -3.55 1.85
Br 10.06 -0.61 3.15
Br 8.93 -0.97 0.15
H 8.07 -1.86 2.32
C -7.41 -5.26 -0.12
Br -7.10 -6.38 -1.68
Br -9.26 -5.34 0.47
Br -6.17 -5.67 1.32
H -7.21 -4.23 -0.43
C -4.52 -4.02 -4.46
Br -3.12 -3.99 -3.11
Br -6.23 -3.42 -3.75
Br -4.01 -3.03 -6.05
H -4.65 -5.07 -4.76
C -6.66 3.25 4.27
Br -8.31 3.27 3.23
Br -6.41 1.55 5.19
Br -5.12 3.72 3.18
H -6.76 4.02 5.04
```

=====

# 3
Here is a molecular structure, C16H13BrN2O6S3Zn in a non-equilibrium geometry from the Open Molecules 2025 dataset. Energies are from ωB97M-V with the def2-TZVPD basis set.

Energy above the lowest of the compared OMol25 structures with the same formula, charge and spin, kJ/mol: 444.91
Largest force on an atom, eV/Å: 2.61
Highest occupied orbital energy, eV: -0.589
Net charge: -2
LUMO energy, eV: 3.92

Geometry as XYZ:
```
42
C16H13BrN2O6S3Zn ωB97M-V with the def2-TZVPD basis set
Zn 0.32 0.97 0.42
O -2.66 -2.57 -1.05
C -3.56 -1.61 -0.79
C -4.90 -1.94 -1.00
C -5.92 -1.05 -0.75
C -5.62 0.22 -0.30
C -4.30 0.57 -0.08
C -3.26 -0.33 -0.30
C -1.86 0.12 -0.03
O -1.67 1.32 0.49
N -0.25 -1.69 0.11
N 0.94 -1.13 0.16
C 1.92 -1.76 -0.37
S 3.59 -1.18 -0.26
C 4.31 -2.54 -1.25
C 3.46 -3.78 -1.06
S 1.71 -3.27 -1.29
H -1.74 -2.21 -1.14
H -5.11 -2.94 -1.38
H -6.95 -1.34 -0.91
H -6.40 0.95 -0.12
H -4.02 1.55 0.29
H 5.34 -2.68 -0.92
H 4.30 -2.23 -2.30
H 3.58 -4.19 -0.05
H 3.69 -4.54 -1.80
O 0.21 0.99 -1.49
S -1.08 0.26 -1.74
O -0.83 -1.03 -2.39
O -1.16 -0.84 0.79
O -1.99 1.09 -2.52
Br 4.61 5.28 3.37
C 3.39 4.04 2.54
C 2.04 4.33 2.53
C 1.18 3.41 1.94
C 1.62 2.21 1.38
C 3.00 1.99 1.41
C 3.89 2.88 1.99
H 1.67 5.24 2.97
H 0.12 3.64 1.93
H 3.40 1.08 0.98
H 4.95 2.67 2.00
```

=====

# 4
Here is a molecular structure, C16H13Cl3F4N2OPt from the Open Molecules 2025 dataset. Energies are from ωB97M-V with the def2-TZVPD basis set.

Energy above the lowest of the compared OMol25 structures with the same formula, charge and spin, kJ/mol: 72.63
Largest force on an atom, eV/Å: 0.44
Highest occupied orbital energy, eV: -7.644
LUMO energy, eV: 0.00

Geometry as XYZ:
```
40
C16H13Cl3F4N2OPt ωB97M-V with the def2-TZVPD basis set
Pt -0.02 -0.18 -0.74
C -2.61 0.19 0.44
N -2.00 0.18 -0.91
C -2.69 -0.84 -1.74
C -2.12 1.53 -1.57
C -1.10 2.48 -0.98
N 0.17 1.78 -1.04
C 1.37 2.35 -0.76
C 2.50 1.51 -0.72
F 2.29 0.15 -0.90
C 3.77 1.96 -0.48
F 4.77 1.07 -0.46
C 4.03 3.30 -0.25
C 2.93 4.14 -0.26
F 3.11 5.45 -0.03
C 1.65 3.70 -0.50
F 0.65 4.60 -0.47
H -3.66 0.49 0.36
H -2.07 0.88 1.08
H -2.54 -0.81 0.85
H -3.74 -0.56 -1.85
H -2.60 -1.81 -1.26
H -2.21 -0.89 -2.72
H -3.14 1.89 -1.46
H -1.90 1.37 -2.62
H -1.38 2.77 0.04
H -1.09 3.40 -1.57
H 5.02 3.66 -0.06
Cl 0.75 -5.41 4.26
C 0.46 -4.43 2.85
C 0.88 -3.12 2.83
C 0.63 -2.35 1.70
Cl 1.19 -0.69 1.75
C -0.03 -2.84 0.56
O -0.29 -2.18 -0.54
C -0.42 -4.19 0.65
Cl -1.25 -4.88 -0.71
C -0.19 -4.98 1.76
H 1.39 -2.68 3.68
H -0.51 -6.01 1.76
```

=====

# 5
Here is a molecular structure, C16H13CuF2NO10 in a non-equilibrium geometry from the Open Molecules 2025 dataset. Energies are from ωB97M-V with the def2-TZVPD basis set.

Energy above the lowest of the compared OMol25 structures with the same formula, charge and spin, kJ/mol: 730.53
Largest force on an atom, eV/Å: 6.21
Highest occupied orbital energy, eV: -3.034
Net charge: -1
LUMO energy, eV: -0.26

Geometry as XYZ:
```
43
C16H13CuF2NO10 ωB97M-V with the def2-TZVPD basis set
Cu -0.62 -0.10 0.94
C 3.09 3.46 5.83
C 1.64 3.24 5.59
C 1.19 2.59 4.19
O -0.02 2.38 3.97
C 2.24 2.52 3.22
C 3.61 2.80 3.52
C 4.02 3.23 4.89
O 5.32 3.30 5.14
O 4.40 2.74 2.45
O 0.68 3.46 6.38
H 3.39 3.91 6.76
H 1.97 2.29 2.21
C -5.98 -1.50 -5.57
C -6.95 -1.13 -4.47
O -6.08 -1.08 -3.30
C -4.73 -0.93 -3.77
O -3.75 -0.93 -3.09
O -4.72 -1.02 -5.23
F -7.62 -2.20 -3.99
H -6.33 -1.04 -6.50
H -6.05 -2.59 -5.64
H -7.72 -0.37 -4.62
C 5.25 0.66 -3.96
C 4.61 2.00 -3.53
O 3.28 1.55 -3.38
C 3.23 0.26 -2.98
O 2.33 -0.34 -2.44
O 4.48 -0.25 -3.13
F 4.66 2.91 -4.51
H 6.34 0.70 -3.85
H 4.92 0.49 -4.99
H 5.09 2.55 -2.71
N -2.46 -3.04 3.14
C -1.32 -3.16 3.78
C -0.38 -3.60 2.87
C -0.98 -3.68 1.57
C -2.30 -3.31 1.76
H -3.25 -2.50 3.47
H -1.36 -3.01 4.85
H 0.58 -3.96 3.23
H -0.46 -4.09 0.71
H -3.23 -3.25 1.20
```

=====

# 6
Here is a molecular structure, C16H13F3N2O7RhTe4 from the Open Molecules 2025 dataset. Energies are from ωB97M-V with the def2-TZVPD basis set.

Spin multiplicity: 5
Energy above the lowest of the compared OMol25 structures with the same formula, charge and spin, kJ/mol: 72.50
Largest force on an atom, eV/Å: 0.60
Highest occupied orbital energy (alpha / beta), eV: -4.551 / -5.442
Net charge: -1
LUMO energy (alpha / beta), eV: 1.43 / 0.26
<S²>: 6.034

Geometry as XYZ:
```
46
C16H13F3N2O7RhTe4 ωB97M-V with the def2-TZVPD basis set
Rh 0.95 -0.32 1.00
Te 0.14 2.23 1.42
Te -2.50 2.61 1.77
Te -2.30 0.37 3.93
Te 0.34 0.43 3.53
F 4.34 -3.80 0.39
C 3.60 -3.56 1.48
F 4.43 -3.37 2.51
F 2.91 -4.69 1.74
C 2.61 -2.38 1.30
O 2.04 -1.99 2.33
O 2.42 -1.94 0.15
O -4.75 2.20 -1.86
C -5.34 1.18 -1.10
N -4.35 0.33 -0.51
C -4.38 -1.02 -0.56
O -5.25 -1.67 -1.09
C -3.18 -1.67 0.08
C -3.33 -2.82 0.84
C -2.22 -3.35 1.47
C -0.99 -2.72 1.31
N -0.84 -1.64 0.55
C -1.92 -1.12 -0.04
H -4.22 2.75 -1.27
H -5.95 0.57 -1.78
H -5.99 1.61 -0.32
H -3.64 0.77 0.08
H -4.31 -3.27 0.94
H -2.29 -4.23 2.09
H -0.10 -3.09 1.80
H -1.76 -0.22 -0.63
O 4.82 3.64 -0.83
C 3.79 2.99 -1.39
C 3.31 3.44 -2.62
C 2.29 2.78 -3.27
C 1.72 1.64 -2.71
C 2.17 1.22 -1.47
C 3.17 1.88 -0.77
C 3.59 1.51 0.64
O 4.75 1.78 0.98
O 2.75 0.98 1.43
H 5.05 3.10 -0.02
H 3.78 4.31 -3.05
H 1.94 3.14 -4.22
H 0.94 1.10 -3.23
H 1.78 0.29 -1.04
```

=====

# 7
Here is a molecular structure, C16H13F5N5O2RhS in a non-equilibrium geometry from the Open Molecules 2025 dataset. Energies are from ωB97M-V with the def2-TZVPD basis set.

Spin multiplicity: 5
Energy above the lowest of the compared OMol25 structures with the same formula, charge and spin, kJ/mol: 171.06
Largest force on an atom, eV/Å: 2.24
Highest occupied orbital energy (alpha / beta), eV: -5.836 / -7.994
LUMO energy (alpha / beta), eV: 0.28 / -1.47
<S²>: 6.070

Geometry as XYZ:
```
43
C16H13F5N5O2RhS ωB97M-V with the def2-TZVPD basis set
Rh 0.01 0.30 -0.82
N -1.35 -0.85 -5.12
C -0.73 -0.68 -3.92
S -0.05 0.99 -3.67
N -0.68 -1.63 -3.05
N -0.19 -1.47 -1.85
C -0.09 -2.49 -1.00
C 0.62 -2.31 0.20
C 0.75 -3.30 1.20
C 1.57 -3.07 2.27
C 2.33 -1.88 2.31
C 2.12 -0.94 1.32
N 1.27 -1.10 0.33
H -1.04 -0.26 -5.88
H -1.51 -1.82 -5.37
H -0.50 -3.45 -1.27
H 0.17 -4.20 1.12
H 1.68 -3.80 3.06
H 3.05 -1.70 3.09
H 2.70 -0.02 1.32
C 0.14 3.61 -2.48
O -0.69 2.75 -1.73
C -0.98 1.48 -2.19
C -2.47 1.22 -2.27
H 0.20 4.54 -1.92
H -0.29 3.80 -3.47
H 1.15 3.20 -2.61
H -2.93 1.93 -2.97
H -2.91 1.36 -1.28
H -2.67 0.21 -2.60
F 1.03 2.08 0.93
C 0.64 1.53 2.11
C -0.52 0.71 2.05
C -0.86 0.00 3.23
F -1.90 -0.84 3.23
C -0.09 0.12 4.38
F -0.41 -0.59 5.47
C 1.03 0.95 4.40
F 1.76 1.06 5.52
C 1.40 1.65 3.25
F 2.50 2.41 3.26
O -2.17 -0.04 0.61
N -1.09 0.56 0.84
```

=====

# 8
Here is a molecular structure, C16H13N2O6Tl in a non-equilibrium geometry from the Open Molecules 2025 dataset. Energies are from ωB97M-V with the def2-TZVPD basis set.

Energy above the lowest of the compared OMol25 structures with the same formula, charge and spin, kJ/mol: 0.00
Largest force on an atom, eV/Å: 6.36
Highest occupied orbital energy, eV: -14.131
Net charge: +2
LUMO energy, eV: -8.64

Geometry as XYZ:
```
38
C16H13N2O6Tl ωB97M-V with the def2-TZVPD basis set
O 4.50 -4.38 1.03
C 3.60 -5.08 0.81
Tl -0.86 -3.19 -0.46
C -3.58 -2.48 -1.08
O -4.72 -2.36 -1.35
C -1.96 -6.16 -1.06
O -2.65 -6.96 -1.49
C -1.80 -3.69 2.23
O -1.91 -3.68 3.37
C -0.41 -3.44 -3.35
O 0.02 -3.32 -4.40
H -0.88 -5.13 -0.57
C 1.92 3.19 0.30
N 1.64 1.82 -0.07
N 0.42 1.24 0.06
C 0.49 -0.09 -0.35
O -0.51 -0.87 -0.37
C 1.85 -0.28 -0.75
C 2.51 0.92 -0.58
C 3.90 1.27 -0.90
C -0.72 1.93 0.55
C -1.08 3.19 0.03
C -2.23 3.82 0.52
C -3.05 3.19 1.47
C -2.69 1.91 1.95
C -1.51 1.30 1.53
H 1.57 3.44 1.31
H 1.50 3.91 -0.42
H 3.01 3.30 0.28
H 2.25 -1.21 -1.12
H 3.98 2.02 -1.71
H 4.46 1.64 -0.03
H 4.41 0.36 -1.25
H -0.47 3.66 -0.75
H -2.50 4.81 0.13
H -3.97 3.68 1.83
H -3.34 1.39 2.67
H -1.18 0.33 1.94
```

=====

# 9
Here is a molecular structure, C16H13N7O2Re in a non-equilibrium geometry from the Open Molecules 2025 dataset. Energies are from ωB97M-V with the def2-TZVPD basis set.

Spin multiplicity: 2
Energy above the lowest of the compared OMol25 structures with the same formula, charge and spin, kJ/mol: 643.42
Largest force on an atom, eV/Å: 4.08
Highest occupied orbital energy (alpha / beta), eV: -14.688 / -14.807
Net charge: +2
LUMO energy (alpha / beta), eV: -9.39 / -8.75
<S²>: 0.838

Geometry as XYZ:
```
39
C16H13N7O2Re ωB97M-V with the def2-TZVPD basis set
Re -0.27 0.26 -0.84
N 2.16 1.16 -0.02
C 1.56 2.44 -0.14
C 2.04 3.66 0.06
C 1.11 4.82 -0.07
C -1.03 4.93 -0.22
C -1.85 3.70 -0.17
C -3.18 3.49 -0.27
C -3.71 2.21 0.06
C -2.89 1.18 0.41
N -1.54 1.29 0.44
C -0.94 2.60 0.32
H 2.81 0.95 -0.78
H 2.65 1.00 0.85
H 3.06 3.85 0.36
H 1.65 5.76 0.08
H -1.61 5.86 -0.16
H -3.84 4.28 -0.61
H -4.78 2.07 0.02
H -3.29 0.20 0.62
C -0.01 5.74 1.99
N -0.05 4.76 0.91
C 0.12 4.94 -1.28
C 0.02 3.88 -2.33
C 0.00 2.58 -1.99
O -0.18 1.45 -2.57
N 0.21 2.26 -0.57
C -0.29 3.36 1.48
O -0.02 3.07 2.58
H 0.10 6.75 1.60
H 0.83 5.52 2.65
H -0.93 5.68 2.58
H 0.22 5.91 -1.76
H -0.10 4.18 -3.36
N -1.31 -6.26 -0.92
C -0.96 -5.18 -0.73
N -0.56 -3.98 -0.52
C -0.61 -2.78 -0.59
N -0.53 -1.58 -0.64
```

=====

# 10
Here is a molecular structure, C16H14AuIN2O2 from the Open Molecules 2025 dataset. Energies are from ωB97M-V with the def2-TZVPD basis set.

Energy above the lowest of the compared OMol25 structures with the same formula, charge and spin, kJ/mol: 0.00
Largest force on an atom, eV/Å: 0.58
Highest occupied orbital energy, eV: -7.291
LUMO energy, eV: -0.99

Geometry as XYZ:
```
36
C16H14AuIN2O2 ωB97M-V with the def2-TZVPD basis set
Au 0.02 0.12 0.79
O -0.62 -1.58 1.57
C -0.04 -2.73 1.36
C -0.66 -3.84 1.98
C -0.16 -5.11 1.85
C 1.00 -5.36 1.11
C 1.63 -4.31 0.51
C 1.14 -2.99 0.61
C 1.91 -1.98 -0.06
N 1.66 -0.73 -0.08
C 2.46 0.27 -0.80
C 2.23 1.60 -0.09
N 0.78 1.77 -0.03
C 0.17 2.81 -0.51
C -1.19 2.93 -0.84
C -1.75 4.23 -1.00
C -3.04 4.40 -1.37
C -3.83 3.25 -1.66
C -3.32 1.99 -1.58
C -1.97 1.75 -1.17
O -1.48 0.58 -1.16
H -1.56 -3.64 2.55
H -0.68 -5.93 2.34
H 1.39 -6.37 1.02
H 2.53 -4.48 -0.07
H 2.80 -2.32 -0.59
H 3.52 -0.02 -0.82
H 2.09 0.34 -1.82
H 2.64 1.57 0.92
H 2.69 2.42 -0.65
H 0.81 3.67 -0.71
H -1.12 5.09 -0.78
H -3.46 5.39 -1.46
H -4.86 3.39 -1.96
H -3.92 1.13 -1.82
I -1.47 1.41 2.52
```

=====

# 11
Here is a molecular structure, C16H14BBeF5N6O in a non-equilibrium geometry from the Open Molecules 2025 dataset. Energies are from ωB97M-V with the def2-TZVPD basis set.

Largest force on an atom, eV/Å: 5.78
Highest occupied orbital energy, eV: -7.661
LUMO energy, eV: 0.30

Geometry as XYZ:
```
44
C16H14BBeF5N6O ωB97M-V with the def2-TZVPD basis set
H -1.11 -1.07 -2.93
N 0.49 -0.20 -1.85
B 2.34 1.19 -0.83
N 1.37 0.80 -2.02
C 1.09 1.37 -3.21
Be 0.41 -0.25 1.27
H 1.67 2.20 -3.57
C 0.02 0.69 -3.79
H -0.43 0.89 -4.74
C -0.35 -0.31 -2.89
H 3.31 1.75 -1.25
C 0.27 -0.25 3.02
H -0.79 -0.24 3.30
H 0.77 0.58 3.50
H 0.70 -1.19 3.38
N 2.70 -0.06 0.02
N 1.48 2.12 0.07
N 1.70 -0.80 0.69
N 0.60 1.56 0.96
C 3.87 -0.72 0.11
C 1.37 3.46 0.09
H 4.78 -0.30 -0.28
H 2.02 4.07 -0.53
C 3.64 -1.96 0.73
C 0.39 3.79 1.02
C 2.27 -1.99 1.01
C -0.08 2.57 1.53
H 4.36 -2.73 0.93
H 0.06 4.77 1.29
H 1.70 -2.79 1.47
H -0.83 2.40 2.28
H 0.41 -0.71 -0.98
F -5.80 -2.71 -0.17
C -4.59 -2.15 0.02
C -3.43 -2.91 -0.15
F -3.52 -4.20 -0.54
C -2.20 -2.33 0.06
F -1.06 -3.05 -0.13
C -2.08 -0.96 0.39
O -0.92 -0.37 0.42
C -3.27 -0.21 0.55
F -3.18 1.11 0.85
C -4.51 -0.80 0.37
F -5.63 -0.07 0.52
```

=====

What is the largest force on an atom in the eighth record? 6.36 eV/Å

=====

Look up the largest force on an atom of the second one. 12.14 eV/Å